Entry 1:
Formula: C76H195N11O32
Source: the OMol25 dataset
Level of theory: ωB97M-V/def2-TZVPD

Output
E_HOMO: -8.35 eV
E_tot: -6021.942043 Eh
energy relative to the best compared isomer or geometry (same formula, charge and spin): 0.0 kJ/mol
orbital gap: 0.327 Eh

Last column: Löwdin charge in e.
Cartesian coordinates (Å):
C 6.36340 -1.53610 0.67326  -0.096
O 5.97984 -0.16187 0.65720  -0.212
C 7.02338 0.76650 0.79247  -0.239
C 6.41486 2.13550 0.76709  -0.193
N 5.98001 2.37798 -0.63838  -0.010
C 5.01526 3.45598 -0.58710  -0.234
C 5.55973 4.85679 -0.30875  -0.242
O 4.62912 5.70113 -0.86582  -0.219
C 4.77508 7.07121 -0.63833  -0.111
H 5.46349 -2.08087 0.51353  0.040
H 6.92464 -1.69802 1.61071  0.086
H 6.98565 -1.90335 -0.17216  0.102
H 7.76371 0.71233 -0.03836  0.140
H 7.51204 0.69604 1.77913  0.123
H 7.29244 2.82235 0.91593  0.139
H 5.65746 2.31450 1.55390  0.087
H 5.49522 1.54695 -0.93878  0.070
H 4.27425 3.33621 0.20084  0.069
H 4.46241 3.55716 -1.53946  0.111
H 6.52104 4.85463 -0.84496  0.129
H 5.67537 5.09385 0.71828  0.103
H 3.93924 7.64662 -1.03895  0.085
H 5.75269 7.40850 -1.12872  0.106
H 4.88883 7.25399 0.46243  0.094
C -1.37083 -0.45055 -3.41332  -0.056
O -0.74172 0.12610 -2.23505  -0.217
C -0.70177 -0.87935 -1.19316  -0.182
C 0.17001 -0.39590 -0.05327  -0.195
N 1.41748 0.12299 -0.54954  -0.034
C 2.06680 1.01612 0.43517  -0.130
C 2.73706 0.23973 1.56105  -0.195
O 1.82959 -0.39604 2.44239  -0.225
C 1.18017 0.55031 3.32592  -0.080
H -1.45280 0.25808 -4.22464  0.069
H -2.40307 -0.75243 -3.14790  0.099
H -0.76928 -1.26324 -3.80047  0.071
H -0.24715 -1.78381 -1.67526  0.110
H -1.69310 -1.13558 -0.85924  0.123
H 0.36818 -1.26525 0.56360  0.105
H -0.48717 0.20096 0.61194  0.132
H 1.29999 0.66027 -1.37946  0.091
H 1.18245 1.53053 0.88947  0.109
H 2.61584 1.84356 -0.01430  0.110
H 3.40922 0.89350 2.08620  0.095
H 3.32404 -0.64284 1.22581  0.114
H 0.22759 0.15474 3.71701  0.084
H 0.96940 1.46198 2.79481  0.049
H 1.88864 0.67565 4.16252  0.091
C -2.81824 5.16883 1.68959  -0.116
O -1.76805 5.82617 1.07342  -0.209
C -1.27334 5.30624 -0.13496  -0.231
C 0.19786 5.54369 -0.03087  -0.190
N 0.69255 4.81565 1.16104  -0.030
C 2.17130 4.86302 1.26297  -0.198
C 2.68241 4.24228 2.52119  -0.220
O 4.07574 4.00389 2.34028  -0.203
C 4.59807 3.38862 3.48352  -0.137
H -2.57157 4.11346 1.81354  0.083
H -3.75905 5.35191 1.19977  0.089
H -2.89192 5.52662 2.67908  0.050
H -1.76282 5.84663 -0.94686  0.117
H -1.65089 4.18437 -0.19157  0.133
H 0.35715 6.64032 0.08802  0.128
H 0.73295 5.26856 -0.94007  0.119
H 0.22401 5.13859 2.00390  0.108
H 2.65137 5.85887 1.20701  0.128
H 2.53965 4.24669 0.44840  0.095
H 2.16882 3.29091 2.80622  0.104
H 2.49467 4.89029 3.41955  0.138
H 4.14802 2.44722 3.81748  0.070
H 4.57836 4.04130 4.36068  0.096
H 5.66869 3.09787 3.30008  0.084
C -2.00379 0.08621 -7.21200  -0.039
O -3.25058 -0.55718 -6.81968  -0.244
C -3.14474 -1.93010 -6.67012  -0.223
C -3.52875 -2.75169 -7.96909  -0.167
N -4.89491 -2.31113 -8.33551  -0.062
C -4.98014 -2.10578 -9.74434  -0.237
C -6.29040 -1.46296 -10.26738  -0.207
O -6.63075 -0.24073 -9.62369  -0.189
C -7.69734 -0.45404 -8.74358  -0.123
H -2.08386 1.19665 -7.17266  0.105
H -1.73033 -0.28454 -8.23149  0.105
H -1.30078 -0.22195 -6.45866  0.041
H -3.93775 -2.15053 -5.90287  0.124
H -2.21060 -2.30521 -6.26987  0.103
H -3.50831 -3.81579 -7.64128  0.118
H -2.76657 -2.69384 -8.76678  0.109
H -4.96027 -1.36046 -7.95416  0.098
H -4.90512 -3.09021 -10.25027  0.120
H -4.06787 -1.55745 -10.13316  0.126
H -7.14871 -2.15919 -10.19043  0.115
H -6.26973 -1.32315 -11.33146  0.109
H -8.54779 -0.73487 -9.34788  0.079
H -7.93047 0.49649 -8.28308  0.085
H -7.41725 -1.28294 -8.00994  0.094
C 5.92654 -5.58424 6.45246  -0.146
O 5.97407 -5.05097 5.19149  -0.212
C 4.74129 -5.09474 4.50683  -0.185
C 3.82083 -3.95276 4.99747  -0.210
N 4.44795 -2.67823 5.22851  -0.013
C 4.70073 -1.85824 4.02379  -0.164
C 5.09380 -0.47079 4.42476  -0.244
O 6.25898 -0.40281 5.19943  -0.155
C 6.56280 0.89253 5.53994  -0.121
H 5.42200 -6.53039 6.40858  0.077
H 5.40111 -4.91250 7.18755  0.093
H 6.96496 -5.62498 6.94350  0.116
H 4.31521 -6.10959 4.47372  0.132
H 5.05990 -4.82772 3.49304  0.106
H 3.32218 -4.25919 5.90726  0.102
H 3.13141 -3.85190 4.14304  0.097
H 5.25233 -2.82516 5.74691  0.074
H 3.75655 -1.81500 3.49177  0.100
H 5.49918 -2.27355 3.36062  0.121
H 4.22879 -0.14913 5.00296  0.118
H 5.17617 0.18100 3.52796  0.113
H 7.45450 0.81416 6.07741  0.074
H 5.89774 1.34778 6.27762  0.097
H 6.59218 1.45679 4.59917  0.080
C -7.51324 3.44311 6.95012  -0.062
O -6.97009 4.45363 6.05815  -0.190
C -7.72429 4.66867 4.90899  -0.282
C -6.82130 5.12382 3.77257  -0.173
N -5.93762 4.00744 3.43644  -0.036
C -6.59061 2.69370 3.21602  -0.169
C -5.51710 1.67573 2.80323  -0.235
O -4.54685 1.55763 3.79334  -0.180
C -3.33814 1.00624 3.32287  -0.093
H -8.41830 3.76053 7.55604  0.106
H -6.61303 3.11175 7.47469  0.089
H -7.81566 2.64290 6.28775  0.062
H -8.43280 5.49310 5.04671  0.122
H -8.31829 3.88619 4.52324  0.088
H -6.21682 5.95359 4.05083  0.093
H -7.43494 5.41517 2.91779  0.118
H -5.11742 3.91262 3.95937  0.063
H -7.37577 2.82519 2.45779  0.128
H -7.08410 2.28450 4.15146  0.112
H -5.06672 2.03258 1.89984  0.094
H -5.99855 0.72940 2.55558  0.127
H -3.10425 1.42292 2.34229  0.077
H -3.53852 -0.00061 3.09170  0.071
H -2.46620 1.05689 4.01880  0.091
C 2.92970 -3.55680 0.50780  -0.111
O 2.76903 -4.78117 1.17250  -0.215
C 2.72745 -5.81910 0.17054  -0.187
C 4.07324 -6.02084 -0.51350  -0.243
N 5.15147 -5.89496 0.44147  -0.048
C 6.35274 -5.48808 -0.25081  -0.201
C 7.44929 -5.38827 0.81633  -0.226
O 7.30032 -4.24876 1.65229  -0.208
C 8.18567 -4.25600 2.73388  -0.115
H 2.20027 -3.35027 -0.26690  0.082
H 3.94184 -3.45705 0.04497  0.081
H 2.87318 -2.79448 1.28258  0.072
H 2.05945 -5.42588 -0.65347  0.115
H 2.42512 -6.70714 0.73416  0.128
H 4.09084 -5.25423 -1.35843  0.124
H 4.05957 -6.96941 -1.03721  0.114
H 4.77362 -5.37818 1.24216  0.097
H 6.35610 -4.46877 -0.67106  0.111
H 6.60308 -6.28128 -1.00770  0.143
H 8.39596 -5.26478 0.30446  0.110
H 7.57578 -6.35510 1.41631  0.143
H 8.09619 -5.20207 3.23046  0.077
H 8.03879 -3.50225 3.46028  0.075
H 9.21155 -4.16659 2.43409  0.083
C -0.33820 -3.62299 9.13244  -0.091
O -0.70185 -2.72900 8.07251  -0.186
C 0.40360 -1.89438 7.85326  -0.253
C 0.02914 -1.00836 6.68255  -0.182
N -0.32285 -1.82402 5.48945  -0.030
C 0.79008 -2.53234 4.90308  -0.204
C 0.47577 -2.97639 3.45485  -0.179
O -0.45481 -4.03441 3.35323  -0.205
C -0.01478 -5.36373 3.63269  -0.083
H 0.69829 -4.02492 9.02280  0.100
H -1.05207 -4.44235 9.15122  0.087
H -0.42204 -3.06547 10.03798  0.074
H 1.37439 -2.39383 7.60366  0.127
H 0.51907 -1.35377 8.79806  0.124
H 0.84571 -0.34759 6.44572  0.102
H -0.81359 -0.39446 6.88865  0.100
H -0.96746 -2.47287 5.83381  0.078
H 1.17716 -3.37389 5.54484  0.118
H 1.62028 -1.89455 4.94378  0.081
H 1.42407 -3.28242 3.00829  0.087
H 0.06673 -2.18471 2.85234  0.106
H 1.05828 -5.50834 3.39065  0.088
H -0.68707 -6.07039 3.10845  0.091
H -0.03874 -5.68156 4.68559  0.082
C -6.98576 -5.56311 -8.07455  -0.095
O -7.44585 -5.37650 -6.71477  -0.174
C -7.89801 -4.05204 -6.54858  -0.251
C -7.85393 -3.65737 -5.08233  -0.219
N -6.54752 -3.94255 -4.55954  -0.073
C -6.39074 -3.64760 -3.14138  -0.208
C -4.97412 -3.87683 -2.69836  -0.213
O -4.64722 -5.23863 -2.50244  -0.198
C -5.05476 -5.83433 -1.31527  -0.123
H -6.23953 -4.81988 -8.42835  0.074
H -7.74970 -5.71180 -8.91641  0.108
H -6.41913 -6.46092 -8.07260  0.062
H -8.89368 -3.82856 -7.02111  0.137
H -7.18923 -3.41799 -7.04307  0.072
H -8.60543 -4.22562 -4.46020  0.130
H -8.01797 -2.57311 -4.97882  0.118
H -6.24437 -4.90683 -4.77613  0.131
H -7.03390 -4.32620 -2.61529  0.103
H -6.80122 -2.66700 -2.94908  0.098
H -4.68333 -3.35185 -1.76121  0.131
H -4.32117 -3.50511 -3.49975  0.118
H -5.09440 -6.90539 -1.43028  0.084
H -6.05226 -5.52074 -0.95522  0.090
H -4.38095 -5.57386 -0.47164  0.081
C 2.07680 -0.40762 -5.87069  -0.108
O 2.46413 0.92806 -5.71926  -0.175
C 1.72202 1.58390 -4.72749  -0.238
C 2.23843 2.97205 -4.54604  -0.163
N 3.71625 2.88923 -4.39035  -0.057
C 4.34688 4.22192 -4.34055  -0.198
C 5.76119 4.11233 -3.96811  -0.201
O 6.40140 3.32243 -4.98871  -0.170
C 7.60874 2.85095 -4.62036  -0.158
H 0.97171 -0.55951 -6.02241  0.088
H 2.23566 -0.92131 -4.94115  0.047
H 2.71787 -0.91977 -6.59388  0.110
H 1.73125 0.98048 -3.79535  0.120
H 0.68132 1.67113 -5.08550  0.126
H 1.82224 3.44120 -3.59695  0.146
H 2.05087 3.62402 -5.38131  0.112
H 4.11721 2.32302 -5.13766  0.119
H 3.82943 4.83430 -3.61520  0.117
H 4.26246 4.71860 -5.25914  0.106
H 5.89360 3.59768 -3.03142  0.084
H 6.24337 5.11430 -3.86104  0.145
H 7.89886 2.03658 -5.27854  0.096
H 7.59976 2.48851 -3.58071  0.087
H 8.32460 3.62337 -4.56447  0.071
C -4.11687 10.50615 4.03252  -0.090
O -4.02807 9.49546 5.09600  -0.211
C -3.59146 8.26905 4.47988  -0.221
C -3.67595 7.23849 5.60058  -0.199
N -2.90583 6.03170 5.28434  -0.062
C -3.08069 4.92700 6.26570  -0.206
C -2.30853 3.73610 5.80068  -0.187
O -0.87161 4.06759 5.68313  -0.167
C -0.20907 2.93675 5.17832  -0.144
H -4.24075 11.45084 4.56598  0.085
H -4.80428 10.38301 3.21469  0.075
H -3.10332 10.53952 3.61355  0.079
H -2.52841 8.38061 4.13559  0.135
H -4.33589 8.08530 3.67486  0.124
H -4.72446 7.01626 5.77116  0.112
H -3.30568 7.66885 6.52214  0.114
H -1.92011 6.07608 5.22659  0.085
H -4.14623 4.68949 6.29931  0.109
H -2.76720 5.37798 7.25122  0.134
H -2.81956 3.54314 4.82819  0.115
H -2.44759 2.90538 6.48522  0.125
H 0.87096 3.07382 5.00797  0.082
H -0.59848 2.66622 4.19175  0.071
H -0.25199 2.04061 5.80642  0.077
C -3.89904 3.58168 -2.00021  -0.235
C -2.93152 2.95605 -2.88830  -0.233
O -1.58989 3.01156 -2.32073  -0.091
O -4.16479 2.79948 -0.79075  -0.106
H -4.85104 3.56311 -2.58415  0.130
H -3.65301 4.59157 -1.73589  0.101
H -2.86999 3.59119 -3.81970  0.141
H -3.23016 1.89508 -3.11245  0.110
H -1.34122 2.08455 -2.21801  0.041
H -3.70504 3.13405 0.03782  0.074
C 4.22820 -1.39773 -1.90944  -0.218
C 4.47041 -0.29597 -2.93340  -0.180
O 3.85218 0.86290 -2.33752  -0.113
O 2.85422 -1.79854 -2.00981  -0.133
H 4.35313 -0.96834 -0.90563  0.094
H 4.85531 -2.23062 -2.13243  0.110
H 3.80698 -0.60905 -3.82705  0.122
H 5.53117 -0.11887 -3.19268  0.127
H 3.83877 1.58831 -2.99065  0.036
H 2.26614 -1.22184 -1.44381  0.056
C -6.12316 0.19201 -2.71030  -0.254
C -5.86311 -0.03584 -4.17299  -0.238
O -4.84454 0.87424 -4.66455  -0.116
O -4.98373 -0.20874 -1.96281  -0.086
H -6.92754 -0.46243 -2.47948  0.089
H -6.39067 1.28371 -2.58619  0.142
H -6.78970 0.26706 -4.70960  0.122
H -5.54693 -1.10273 -4.37019  0.116
H -4.55951 0.57403 -5.58694  0.092
H -4.60493 0.57802 -1.48148  0.083
C 0.25322 -4.11790 -4.43456  -0.237
C 1.62755 -4.73130 -4.20766  -0.259
O 2.63093 -3.77602 -4.23217  -0.061
O 0.25693 -3.32333 -5.59894  -0.072
H 0.02979 -3.43446 -3.65053  0.079
H -0.47185 -4.94157 -4.46502  0.128
H 1.81969 -5.43471 -5.01437  0.123
H 1.76369 -5.33270 -3.32950  0.095
H 2.54610 -3.22564 -3.44789  0.049
H 1.09121 -2.85202 -5.63707  0.048
C -1.20907 -4.63139 -0.96395  -0.198
C -1.45911 -5.37566 0.35867  -0.237
O -2.23832 -4.57510 1.26370  -0.069
O -0.27330 -5.37228 -1.76746  -0.088
H -0.72717 -3.68488 -0.69963  0.101
H -2.16766 -4.55133 -1.52701  0.122
H -0.53249 -5.74116 0.83930  0.109
H -2.05523 -6.29743 0.11473  0.126
H -1.67818 -4.09376 1.86540  0.037
H -0.47211 -6.28655 -1.56372  0.082

---

Entry 2:
Formula: C5H9N2O2
Source: the OMol25 dataset
Level of theory: ωB97M-V/def2-TZVPD

Output
E_HOMO: -15.28 eV
E_tot: -455.524911 Eh
charge: +1
energy relative to the best compared isomer or geometry (same formula, charge and spin): 529.9 kJ/mol
orbital gap: 0.281 Eh
structure (SMILES): CC1(C)C[N+](=O)C(=O)N1

Last column: Löwdin charge in e.
Cartesian coordinates (Å):
C -1.07311 -0.15893 -1.28889  -0.001
C -0.40020 -0.14207 0.14504  -0.510
C -1.40711 -0.20061 1.28773  0.005
C 0.44044 1.11054 0.05544  -0.012
N 1.86993 0.82753 -0.05120  0.001
O 2.83434 1.51984 -0.09009  0.320
C 1.89667 -0.68234 -0.00093  -0.436
O 2.89076 -1.29399 -0.04971  0.227
N 0.66026 -1.13723 0.20209  0.187
H -0.29670 -0.33521 -2.04485  0.100
H -1.48401 0.82895 -1.56771  0.101
H -1.87881 -0.93921 -1.18415  0.109
H -1.10401 -0.70666 2.18446  0.087
H -2.30937 -0.72756 0.87467  0.102
H -1.78221 0.86424 1.48968  0.125
H 0.37914 1.58970 -0.97232  0.186
H 0.20392 1.74620 0.96097  0.192
H 0.56007 -2.16317 0.04976  0.219

---

- Look up the E_tot of the first one.
  -6021.942043 Eh

---

What did the second record say?
Formula: C5H9N2O2
Source: the OMol25 dataset
Level of theory: ωB97M-V/def2-TZVPD

Output
E_HOMO: -15.28 eV
E_tot: -455.524911 Eh
charge: +1
energy relative to the best compared isomer or geometry (same formula, charge and spin): 529.9 kJ/mol
orbital gap: 0.281 Eh
structure (SMILES): CC1(C)C[N+](=O)C(=O)N1

Last column: Löwdin charge in e.
Cartesian coordinates (Å):
C -1.07311 -0.15893 -1.28889  -0.001
C -0.40020 -0.14207 0.14504  -0.510
C -1.40711 -0.20061 1.28773  0.005
C 0.44044 1.11054 0.05544  -0.012
N 1.86993 0.82753 -0.05120  0.001
O 2.83434 1.51984 -0.09009  0.320
C 1.89667 -0.68234 -0.00093  -0.436
O 2.89076 -1.29399 -0.04971  0.227
N 0.66026 -1.13723 0.20209  0.187
H -0.29670 -0.33521 -2.04485  0.100
H -1.48401 0.82895 -1.56771  0.101
H -1.87881 -0.93921 -1.18415  0.109
H -1.10401 -0.70666 2.18446  0.087
H -2.30937 -0.72756 0.87467  0.102
H -1.78221 0.86424 1.48968  0.125
H 0.37914 1.58970 -0.97232  0.186
H 0.20392 1.74620 0.96097  0.192
H 0.56007 -2.16317 0.04976  0.219

---

- Among the records above, which one has the highest energy relative to the best compared isomer or geometry (same formula, charge and spin)?
  C5H9N2O2